No. 1
{
  "formula": "C4H10OS",
  "method": "wB97M-V/def2-TZVPD",
  "symbols": ["C", "C", "O", "H", "H", "H", "H", "C", "C", "S", "H", "H", "H", "H", "H", "H"],
  "coordinates": [[1.67, 0.52, 1.31], [2.04, -0.70, 0.95], [3.39, -0.98, 0.71], [0.61, 0.69, 1.45], [2.42, 1.26, 1.54], [1.42, -1.57, 1.09], [3.72, -1.37, 1.52], [-2.10, 1.11, -0.65], [-1.59, -0.01, -1.57], [-1.72, -1.61, -0.68], [-2.35, 2.07, -1.09], [-1.28, 1.34, 0.04], [-2.96, 0.81, -0.07], [-2.24, -0.12, -2.44], [-0.57, 0.19, -1.86], [-0.45, -1.61, -0.26]],
  "mulliken_charge": [-0.541, -0.136, -0.491, 0.221, 0.295, 0.344, 0.317, -0.791, -0.446, -0.179, 0.336, 0.108, 0.309, 0.295, 0.328, 0.030],
  "energy_ha": -631.77200,
  "de_lowest_kj_mol": 138.3,
  "smiles": "C=CO.CCS",
  "orbital_gap_ev": 9.86
}



No. 2
{
  "formula": "C4H10OS",
  "method": "wB97M-V/def2-TZVPD",
  "symbols": ["C", "C", "O", "H", "H", "H", "H", "C", "C", "S", "H", "H", "H", "H", "H", "H"],
  "coordinates": [[3.34, -1.33, -0.30], [3.11, 0.18, -0.28], [3.09, 0.91, 0.72], [4.41, -1.42, -0.54], [3.18, -1.76, 0.67], [2.71, -1.88, -1.06], [2.71, 0.60, -1.26], [-3.58, 0.62, 0.12], [-2.15, 0.52, 0.80], [-0.97, -0.30, -0.45], [-3.77, 1.67, 0.01], [-3.62, 0.14, -0.87], [-4.28, 0.09, 0.80], [-2.17, -0.13, 1.74], [-1.73, 1.54, 0.90], [-0.26, 0.55, -1.02]],
  "mulliken_charge": [-0.781, 0.181, -0.493, 0.297, 0.269, 0.239, 0.289, -0.844, -0.381, -0.240, 0.266, 0.304, 0.255, 0.285, 0.282, 0.071],
  "energy_ha": -631.77026,
  "de_lowest_kj_mol": 142.9,
  "smiles": "CC=O.CCS",
  "orbital_gap_ev": 9.88
}



No. 3
{
  "formula": "C4H10OS",
  "method": "wB97M-V/def2-TZVPD",
  "symbols": ["C", "O", "C", "C", "S", "C", "H", "H", "H", "H", "H", "H", "H", "H", "H", "H"],
  "coordinates": [[2.43, -0.85, 0.17], [1.91, -0.25, -0.97], [1.01, 0.77, -0.61], [-0.35, 0.49, 0.10], [-1.39, -0.51, -0.92], [-2.87, -0.28, 0.09], [3.15, -1.52, -0.11], [1.73, -1.39, 0.69], [2.93, -0.08, 0.82], [0.74, 1.42, -1.46], [1.45, 1.48, 0.09], [-0.99, 1.41, 0.19], [-0.27, 0.16, 1.12], [-2.79, -0.72, 1.08], [-3.10, 0.78, 0.14], [-3.59, -0.92, -0.41]],
  "mulliken_charge": [-0.800, -0.332, -0.734, -0.603, -0.063, -0.828, 0.301, 0.328, 0.296, 0.407, 0.398, 0.344, 0.422, 0.282, 0.270, 0.312],
  "energy_ha": -631.77637,
  "de_lowest_kj_mol": 126.8,
  "smiles": "COCCSC",
  "orbital_gap_ev": 9.48
}



No. 4
{
  "formula": "C4H10OS",
  "method": "wB97M-V/def2-TZVPD",
  "symbols": ["C", "C", "O", "H", "H", "H", "H", "C", "S", "C", "H", "H", "H", "H", "H", "H"],
  "coordinates": [[2.27, -1.97, -5.03], [2.26, -2.60, -3.83], [1.31, -2.67, -2.89], [2.63, -2.64, -5.82], [2.07, -0.94, -5.29], [2.98, -3.42, -3.75], [0.87, -3.48, -2.64], [-0.37, 1.21, 3.36], [-1.96, 1.33, 4.17], [-2.83, 2.65, 3.26], [-0.61, 1.70, 2.41], [0.49, 1.70, 3.81], [-0.09, 0.17, 3.16], [-3.27, 3.40, 3.92], [-3.60, 2.33, 2.56], [-2.16, 3.23, 2.61]],
  "mulliken_charge": [-0.604, 0.078, -0.537, 0.190, 0.269, 0.256, 0.349, -0.710, -0.089, -0.834, 0.215, 0.266, 0.288, 0.303, 0.297, 0.263],
  "energy_ha": -631.71840,
  "de_lowest_kj_mol": 279.0,
  "smiles": "C=CO.CSC",
  "orbital_gap_ev": 9.13
}



No. 5
{
  "formula": "C4H10OS",
  "method": "wB97M-V/def2-TZVPD",
  "symbols": ["C", "O", "C", "C", "S", "C", "H", "H", "H", "H", "H", "H", "H", "H", "H", "H"],
  "coordinates": [[-2.13, 1.90, -0.12], [-0.81, 1.36, 0.12], [-0.95, 0.12, 0.80], [0.40, -0.43, 1.17], [1.58, -0.56, -0.25], [0.79, -1.71, -1.32], [-2.48, 2.46, 0.72], [-2.14, 2.50, -1.00], [-2.83, 1.10, -0.41], [-1.65, 0.20, 1.67], [-1.39, -0.57, 0.09], [0.93, 0.36, 1.75], [0.29, -1.27, 1.80], [-0.02, -1.31, -1.90], [0.38, -2.55, -0.82], [1.41, -2.18, -2.07]],
  "mulliken_charge": [-0.782, -0.296, -0.393, -0.772, -0.070, -0.963, 0.286, 0.285, 0.322, 0.357, 0.310, 0.285, 0.452, 0.305, 0.332, 0.343],
  "energy_ha": -631.78547,
  "de_lowest_kj_mol": 102.9,
  "smiles": "COCCSC",
  "orbital_gap_ev": 9.40
}



No. 6
{
  "formula": "C4H10OS",
  "method": "wB97M-V/def2-TZVPD",
  "symbols": ["C", "S", "C", "H", "H", "H", "H", "H", "H", "O", "C", "C", "H", "H", "H", "H"],
  "coordinates": [[-1.85, 0.99, -0.58], [-2.26, -0.05, 0.81], [-0.51, -0.70, 0.97], [-1.71, 2.02, -0.33], [-2.77, 1.04, -1.18], [-0.96, 0.61, -1.05], [-0.35, -1.22, 1.92], [-0.20, -1.40, 0.22], [0.16, 0.14, 0.94], [2.48, -1.12, 0.23], [2.29, 0.06, -0.22], [2.24, 0.59, -1.72], [2.34, 0.85, 0.53], [1.43, 1.16, -2.02], [2.44, -0.35, -2.42], [3.01, 1.26, -2.15]],
  "lowdin_spin": [0.089, 0.768, 0.065, 0.028, 0.014, 0.004, 0.001, 0.018, 0.012, 0.000, 0.001, 0.000, 0.000, 0.000, 0.000, 0.000],
  "energy_ha": -631.43743,
  "s_squared": 0.753,
  "charge": 1,
  "de_lowest_kj_mol": 138.5,
  "orbital_gap_ev": [9.67, 4.97],
  "multiplicity": 2
}



No. 7
{
  "formula": "C4H10OS2",
  "method": "wB97M-V/def2-TZVPD",
  "symbols": ["C", "C", "O", "C", "S", "S", "C", "H", "H", "H", "H", "H", "H", "H", "H", "H", "H"],
  "coordinates": [[-0.48, -2.10, 1.55], [-1.65, -2.16, 2.28], [0.03, -1.34, 4.73], [0.51, -3.05, 1.47], [0.76, 0.95, -1.01], [-0.36, 1.86, -2.38], [0.90, 2.59, -3.47], [0.43, -4.00, 1.97], [-0.36, -1.25, 0.90], [-2.43, -1.45, 2.02], [-2.01, -3.09, 2.72], [-0.49, -1.56, 3.94], [-0.25, -2.00, 5.38], [1.26, -2.97, 0.69], [1.28, 1.80, -4.11], [1.66, 3.02, -2.84], [0.46, 3.32, -4.14]],
  "mulliken_charge": [0.508, -1.019, -0.665, -0.601, -0.302, 0.029, -0.791, 0.265, 0.137, 0.265, 0.345, 0.363, 0.316, 0.278, 0.289, 0.278, 0.307],
  "energy_ha": -1029.83192,
  "de_lowest_kj_mol": 524.6,
  "orbital_gap_ev": 2.65
}



No. 8
{
  "formula": "C4H10OSSi",
  "method": "wB97M-V/def2-TZVPD",
  "symbols": ["C", "C", "C", "C", "O", "Si", "S", "H", "H", "H", "H", "H", "H", "H", "H", "H", "H"],
  "coordinates": [[-1.53, 0.69, -0.33], [0.41, -1.60, -0.97], [1.45, 1.35, -0.65], [0.44, -0.28, 1.85], [-4.18, 0.42, -0.15], [0.21, 0.05, -0.02], [-2.95, -0.31, 0.13], [-1.79, 1.65, -0.72], [0.08, -1.50, -2.00], [1.44, -1.92, -0.99], [-0.18, -2.39, -0.51], [2.26, 0.89, -1.20], [0.98, 2.07, -1.31], [1.89, 1.91, 0.18], [1.49, -0.42, 2.09], [0.08, 0.55, 2.44], [-0.10, -1.17, 2.16]],
  "lowdin_spin": [0.774, 0.024, -0.001, 0.027, 0.474, 0.096, 0.555, 0.043, 0.000, 0.003, 0.001, 0.000, 0.000, 0.000, 0.003, 0.000, 0.001],
  "energy_ha": -921.24210,
  "s_squared": 2.008,
  "de_lowest_kj_mol": 0.0,
  "orbital_gap_ev": [8.40, 7.84],
  "multiplicity": 3
}



No. 9
{
  "formula": "C4H10P2",
  "method": "wB97M-V/def2-TZVPD",
  "symbols": ["C", "C", "C", "C", "P", "P", "H", "H", "H", "H", "H", "H", "H", "H", "H", "H"],
  "coordinates": [[3.48, 0.84, -0.82], [-0.50, -1.56, -0.78], [-1.97, 0.17, 1.05], [0.97, 0.36, 0.19], [2.03, 0.07, -1.12], [-0.68, 0.13, -0.28], [4.43, 0.85, -1.50], [3.63, 1.48, 0.04], [-0.78, -1.90, -1.75], [-1.06, -2.08, -0.06], [-1.50, 0.36, 2.02], [-2.69, 0.97, 0.84], [-2.44, -0.75, 0.79], [1.11, 1.42, 0.55], [0.59, -1.49, -0.50], [-1.47, 0.58, -1.39]],
  "mulliken_charge": [-0.627, -0.916, -1.045, -0.671, -0.060, 0.527, 0.202, 0.215, 0.349, 0.381, 0.311, 0.343, 0.399, 0.326, 0.219, 0.048],
  "energy_ha": -840.96620,
  "de_lowest_kj_mol": 179.4,
  "orbital_gap_ev": 8.41
}



No. 10
{
  "formula": "C4H10S2",
  "method": "wB97M-V/def2-TZVPD",
  "symbols": ["C", "C", "S", "S", "C", "C", "H", "H", "H", "H", "H", "H", "H", "H", "H", "H"],
  "coordinates": [[-2.65, -0.54, -0.26], [-1.99, 0.68, -0.28], [-0.62, -1.44, 1.82], [0.66, 0.16, 1.56], [1.61, -0.42, 0.12], [2.68, 0.61, -0.25], [-1.65, -0.36, 0.54], [-3.64, -0.52, 0.17], [-2.45, -1.23, -1.07], [-1.25, 0.76, -1.07], [-2.44, 1.59, 0.09], [0.97, -0.57, -0.75], [2.04, -1.37, 0.45], [2.16, 1.55, -0.48], [3.36, 0.87, 0.55], [3.20, 0.24, -1.13]],
  "mulliken_charge": [-0.399, -0.362, -0.422, -0.141, -0.320, -1.174, 0.105, 0.265, 0.255, 0.250, 0.284, 0.272, 0.404, 0.312, 0.332, 0.338],
  "energy_ha": -954.64171,
  "de_lowest_kj_mol": 372.5,
  "orbital_gap_ev": 6.72
}



No. 11
{
  "formula": "C4H10S3",
  "method": "wB97M-V/def2-TZVPD",
  "symbols": ["C", "C", "C", "C", "S", "S", "S", "H", "H", "H", "H", "H", "H", "H", "H", "H", "H"],
  "coordinates": [[1.21, -1.25, 0.14], [0.35, 0.00, 0.51], [1.16, 1.25, 0.16], [-1.05, -0.08, -0.01], [-2.00, 1.41, 0.47], [-2.06, -1.50, 0.55], [-1.07, 0.02, -1.85], [1.41, -1.35, -0.89], [0.73, -2.18, 0.34], [2.14, -1.11, 0.65], [0.17, -0.19, 1.50], [0.82, 1.58, -0.74], [2.27, 0.92, 0.15], [1.15, 2.11, 0.86], [-1.95, 2.10, -0.64], [-2.99, -0.66, 0.93], [-0.28, -1.07, -2.10]],
  "mulliken_charge": [-1.793, 0.608, -1.182, -0.268, -0.196, -0.149, -0.153, 0.446, 0.449, 0.417, 0.394, 0.389, 0.325, 0.275, 0.142, 0.174, 0.125],
  "energy_ha": -1352.91842,
  "de_lowest_kj_mol": 120.4,
  "smiles": "CC(C)C(S)(S)S",
  "orbital_gap_ev": 9.55
}



No. 12
{
  "formula": "C4H11AsMnN5S4",
  "method": "wB97M-V/def2-TZVPD",
  "symbols": ["Mn", "S", "As", "S", "S", "S", "C", "N", "C", "C", "N", "N", "C", "N", "N", "H", "H", "H", "H", "H", "H", "H", "H", "H", "H", "H"],
  "coordinates": [[-0.06, 0.23, 0.02], [1.00, 4.48, 1.26], [0.34, 3.33, -0.30], [1.57, 1.39, -0.58], [-1.32, 1.83, 0.36], [-0.10, 4.23, -2.09], [0.11, -4.47, 2.64], [0.70, -3.15, 2.41], [1.30, -2.51, 3.58], [0.38, -2.38, 1.35], [0.48, -1.08, 1.34], [-0.04, -3.05, 0.22], [-0.42, -2.51, -0.99], [-0.71, -3.41, -1.94], [-0.49, -1.23, -1.18], [0.72, -4.99, 3.38], [0.10, -5.10, 1.76], [-0.91, -4.38, 3.02], [1.81, -3.28, 4.16], [0.55, -2.04, 4.22], [2.05, -1.78, 3.28], [0.78, -0.70, 2.23], [0.02, -4.05, 0.25], [-0.63, -4.40, -1.80], [-0.98, -3.10, -2.86], [-0.78, -0.98, -2.12]],
  "lowdin_spin": [0.712, 0.075, 0.012, 0.055, 0.058, 0.077, 0.000, -0.002, 0.000, 0.003, 0.005, 0.001, 0.001, -0.002, 0.006, 0.000, 0.000, 0.000, 0.000, 0.000, 0.000, 0.000, 0.000, 0.000, 0.000, 0.000],
  "energy_ha": -5412.08422,
  "s_squared": 0.803,
  "charge": 1,
  "de_lowest_kj_mol": 29.8,
  "orbital_gap_ev": [5.11, 4.66],
  "multiplicity": 2
}



No. 13
{
  "formula": "C4H11B",
  "method": "wB97M-V/def2-TZVPD",
  "symbols": ["B", "C", "C", "C", "C", "H", "H", "H", "H", "H", "H", "H", "H", "H", "H", "H"],
  "coordinates": [[-1.26, 0.03, -1.96], [-0.05, 0.36, -1.04], [0.01, -0.28, 0.37], [-0.43, 0.72, 1.43], [1.38, -0.86, 0.69], [-1.87, -0.98, -1.81], [-1.56, 0.74, -2.87], [0.13, 1.44, -0.97], [0.79, -0.01, -1.65], [-0.71, -1.11, 0.38], [-1.49, 0.99, 1.31], [0.14, 1.65, 1.34], [-0.30, 0.34, 2.44], [2.13, -0.07, 0.79], [1.72, -1.54, -0.09], [1.36, -1.42, 1.63]],
  "mulliken_charge": [0.162, -0.894, 1.074, -1.512, -1.560, -0.067, -0.070, 0.264, 0.257, 0.128, 0.346, 0.377, 0.382, 0.324, 0.384, 0.405],
  "energy_ha": -183.81635,
  "de_lowest_kj_mol": 80.0,
  "smiles": "BCC(C)C",
  "orbital_gap_ev": 11.49
}